# C4H13N2O

An isolated ion of composition C4H13N2O and charge +1 at a distorted geometry (the ωB97M-V functional and the def2-TZVPD basis, the Open Molecules 2025 dataset).

Geometry (Å):
C 1.23737 -0.02214 -1.80188
O 0.71756 1.08925 -2.57996
C 0.04869 -0.13701 -0.72326
C 0.43360 -0.92139 0.51112
C -0.39315 -1.01131 1.75414
N -1.34035 0.25479 1.95531
N -0.52633 1.17165 -0.27910
H 2.26137 0.25075 -1.50889
H 1.25964 -0.85237 -2.38912
H 1.40139 1.71177 -2.88473
H -0.74742 -0.71264 -1.35225
H 1.49466 -0.91011 0.67011
H 0.56308 -2.05722 0.10726
H 0.21956 -1.24035 2.65196
H -1.12219 -1.87477 1.68368
H -1.22609 0.87938 0.59774
H -1.06067 0.82232 2.65337
H -2.30697 -0.02099 2.09624
H -1.06725 1.60278 -0.92826
H 0.15351 1.97762 -0.23347

As for the energy above the lowest of the compared OMol25 structures with the same formula, charge and spin: 303.6 kJ/mol. The spin multiplicity is 1. For the total energy, the calculation gives -344.65120 hartree. The SMILES is NCC[C@@H]([NH3+])CO. The lowest unoccupied orbital energy comes out at -2.902 eV. As for the total charge: +1.

***

# C4H13N2O

An isolated ion of composition C4H13N2O and charge +1 at a distorted geometry (the ωB97M-V functional and the def2-TZVPD basis, the Open Molecules 2025 dataset).

Geometry (Å):
C 1.85138 -0.81796 -0.50829
O 2.96638 -0.04374 -0.14363
C 0.63140 0.05660 -0.25753
C -0.68232 -0.65899 -0.60602
C -1.83855 0.30833 -0.61482
N -1.96033 0.85000 0.78883
N 0.55755 0.55841 1.12400
H 1.76927 -1.76010 0.06050
H 1.87574 -1.11345 -1.56406
H 3.77696 -0.55081 -0.25595
H 0.74147 0.91915 -0.91841
H -0.80318 -1.43024 0.15079
H -0.56546 -1.21795 -1.52344
H -2.77109 -0.19508 -0.87307
H -1.56680 1.15985 -1.23535
H -2.50714 0.22216 1.37354
H -2.46423 1.73697 0.78749
H -0.93605 0.93988 1.15484
H 0.64053 -0.20474 1.78514
H 1.28449 1.24170 1.27542

As for the energy above the lowest of the compared OMol25 structures with the same formula, charge and spin: 108.3 kJ/mol. The spin multiplicity is 1. For the total energy, the calculation gives -344.72559 hartree. The SMILES is N[C@@H](CO)CC[NH3+]. The lowest unoccupied orbital energy comes out at -2.998 eV. As for the total charge: +1.

***

# C4H13N2O

A 2-piece molecular cluster, C4H13N2O overall at a distorted geometry (the ωB97M-V functional and the def2-TZVPD basis, the Open Molecules 2025 dataset).

Geometry (Å):
C 0.28945 3.15356 0.11561
C 1.12797 1.81397 0.07970
C 0.35227 0.67914 -0.46160
C 0.72061 -0.65198 -0.17220
N 0.29865 -1.26004 1.09771
N -0.43559 0.88560 -1.48478
H -0.69391 2.90776 0.49048
H 0.29096 3.57496 -0.89555
H 0.87940 3.81242 0.73771
H 1.25317 1.55571 1.16155
H 2.10944 2.11146 -0.29696
H 0.99996 -1.40128 -0.90810
H 1.11739 -1.56014 1.66265
H -0.21428 -0.67445 1.76751
H -0.23672 -2.13546 0.98032
H -1.09905 0.21884 -1.87608
H -0.55090 1.84047 -1.81204
H -2.18359 -4.48893 0.16401
H -2.10472 -3.50834 1.26943
O -1.70502 -3.68173 0.41092

As for the energy above the lowest of the compared OMol25 structures with the same formula, charge and spin: 212.2 kJ/mol. As for the expectation value of S²: 0.755. The spin multiplicity is 2. For the total energy, the calculation gives -344.22362 hartree. The lowest unoccupied orbital energy (alpha / beta) comes out at -9.578 / -11.029 eV. As for the total charge: +2.

***

# C4H13N2O

An isolated ion of composition C4H13N2O and charge +2 at a distorted geometry (the ωB97M-V functional and the def2-TZVPD basis, the Open Molecules 2025 dataset).

Geometry (Å):
N -1.24951 1.40217 0.65097
C -0.34321 0.20024 0.38638
C 1.01428 0.66737 -0.08806
C 2.04393 -0.47306 0.03796
O 3.26827 0.22630 -0.07893
C -1.00476 -0.95899 -0.55988
N -2.41947 -0.88167 -0.52585
H -2.08060 1.15668 1.19836
H -0.70410 2.04192 1.24085
H -1.60282 1.85544 -0.19649
H -0.13109 -0.19209 1.37320
H 1.15379 1.01452 -1.11327
H 1.36285 1.40327 0.64301
H 1.97363 -0.98406 1.00158
H 1.96111 -1.18755 -0.78934
H 4.00160 -0.38493 0.06765
H -0.64459 -1.88280 -0.12419
H -0.74810 -0.58864 -1.55734
H -2.90216 -1.73016 -0.17704
H -2.94903 -0.70394 -1.38956

As for the energy above the lowest of the compared OMol25 structures with the same formula, charge and spin: 316.4 kJ/mol. As for the expectation value of S²: 0.755. The spin multiplicity is 2. For the total energy, the calculation gives -344.18395 hartree. The lowest unoccupied orbital energy (alpha / beta) comes out at -7.871 / -13.614 eV. As for the total charge: +2.

***

# C4H13N2O2

A 2-piece molecular cluster, C4H13N2O2 overall at a distorted geometry (the ωB97M-V functional and the def2-TZVPD basis, the Open Molecules 2025 dataset).

Geometry (Å):
C -0.47678 0.46479 0.70144
O -0.29298 0.58858 2.10306
C 0.89604 0.33075 -0.10314
C 1.26794 -0.83210 -1.06885
C 0.06017 -1.46808 -1.88051
N -1.20889 -0.69044 -2.31691
N 2.01959 0.29398 0.92114
H -1.16817 1.17683 0.39058
H -1.02611 -0.46859 0.60738
H 1.08662 1.33546 -0.71442
H 1.73809 -0.42724 -1.90772
H 1.66816 -1.65559 -0.40788
H 0.63668 -1.90290 -2.77922
H -0.57404 -2.04512 -1.18591
H -1.11245 0.01536 -1.59741
H -1.09764 -0.14140 -3.14803
H 1.97375 1.35926 1.34557
H 1.72559 -0.18996 1.73631
H -2.30071 2.09201 3.19776
H -1.44713 0.92516 2.81184
O -2.36774 1.23925 3.29489

As for the energy above the lowest of the compared OMol25 structures with the same formula, charge and spin: 300.6 kJ/mol. The spin multiplicity is 1. For the total energy, the calculation gives -420.10433 hartree. The lowest unoccupied orbital energy comes out at 3.709 eV. As for the total charge: -1.

***

# C4H13N2O2

A 2-piece molecular cluster, C4H13N2O2 overall at a distorted geometry (the ωB97M-V functional and the def2-TZVPD basis, the Open Molecules 2025 dataset).

Geometry (Å):
N 1.42161 -0.64581 2.42111
C 1.04282 -0.32474 1.00811
C 0.51873 -1.40742 0.10776
C -0.84623 -0.91509 -0.66085
O -0.64897 0.06868 -1.58964
C 0.27187 1.10166 1.00151
N 0.60154 1.94255 -0.21657
H 2.22773 -1.16904 2.36726
H 0.63495 -1.12022 2.81494
H 2.00616 -0.15502 0.46832
H 1.15278 -1.73205 -0.65931
H 0.31345 -2.30498 0.73613
H -1.32514 -1.62019 -1.14546
H -1.58866 -0.60802 0.16939
H -0.84683 0.94884 0.85080
H 0.46349 1.51630 2.01013
H 1.60859 1.62622 -0.45284
H 0.18621 1.39874 -1.05645
H -2.77510 0.62932 -3.20223
H -1.92926 1.21515 -2.12225
O -2.48973 1.55511 -2.84985

As for the energy above the lowest of the compared OMol25 structures with the same formula, charge and spin: 208.6 kJ/mol. The spin multiplicity is 1. For the total energy, the calculation gives -420.13937 hartree. The lowest unoccupied orbital energy comes out at 3.969 eV. As for the total charge: -1.

***

# C4H13N2O2

C4H13N2O2 as an isolated structure at a distorted geometry (the ωB97M-V functional and the def2-TZVPD basis, the Open Molecules 2025 dataset).

Geometry (Å):
O -0.72572 0.92026 -0.18524
C -0.15582 1.66060 0.67027
N -0.60151 2.87176 1.10945
C 0.90191 1.16655 1.54814
N 1.57510 -0.03515 1.23287
C 0.69186 -1.75987 -2.45408
C 0.81826 -0.44826 -2.65958
H -0.08644 3.19647 1.91088
H -1.51811 3.26514 0.94628
H -0.03927 -1.86143 0.29557
H 1.12128 1.75904 2.44472
H 1.23596 -0.73125 1.91269
H 1.21764 -0.39868 0.35131
H 0.13465 -2.22957 -1.63453
H 1.34764 -2.53956 -2.85674
H 0.26124 0.22223 -1.99835
H 1.55925 -0.11108 -3.36942
H -1.96625 -0.95220 0.65886
H -2.35752 0.11314 0.52557
H -2.16444 -2.23712 0.91549
O -1.24972 -1.87101 0.63583

As for the energy above the lowest of the compared OMol25 structures with the same formula, charge and spin: 587.7 kJ/mol. As for the expectation value of S²: 0.758. The spin multiplicity is 2. For the total energy, the calculation gives -419.88520 hartree. The lowest unoccupied orbital energy (alpha / beta) comes out at -0.513 / -0.537 eV.

***

# C4H13N2O2

A 2-piece molecular cluster, C4H13N2O2 overall at a distorted geometry (the ωB97M-V functional and the def2-TZVPD basis, the Open Molecules 2025 dataset).

Geometry (Å):
N 0.59167 -1.03359 -0.51746
C -0.57511 -0.48170 0.20599
C -0.15333 0.71634 1.04602
C 0.74915 0.24335 2.17009
O 1.54739 -0.65302 2.03956
C -1.62790 -0.10593 -0.85264
N -1.78103 -1.27108 -1.72863
H 1.18755 -1.65985 0.01826
H 1.11337 -0.25584 -0.93356
H 0.17324 -1.57820 -1.29559
H -0.98321 -1.25566 0.85419
H 0.34935 1.47124 0.42810
H -1.01880 1.24037 1.45561
H 0.61231 0.69896 3.16485
H -2.56428 0.17754 -0.38235
H -1.29067 0.77730 -1.39626
H -1.85003 -1.03230 -2.70635
H -2.50951 -1.90308 -1.43748
H 2.10981 2.58997 -1.19789
H 0.91189 2.40317 -2.16520
O 1.25132 2.15822 -1.29712

As for the energy above the lowest of the compared OMol25 structures with the same formula, charge and spin: 146.4 kJ/mol. The spin multiplicity is 1. For the total energy, the calculation gives -419.96968 hartree. The lowest unoccupied orbital energy comes out at -2.889 eV. As for the total charge: +1.

***

# C4H13N2O2

A 2-piece molecular cluster, C4H13N2O2 overall at a distorted geometry (the ωB97M-V functional and the def2-TZVPD basis, the Open Molecules 2025 dataset).

Geometry (Å):
C 1.95797 -2.74456 0.44204
C -2.27066 -0.12065 -0.79925
C -0.66112 1.82329 -1.11855
C 1.32862 -0.46301 0.65097
N -0.13003 2.45640 0.13502
N 1.99073 -1.50787 1.08507
O 1.48089 0.62445 1.22524
O -0.94574 0.38801 -0.68752
H 1.07618 -2.95447 -0.13859
H 2.80455 -2.89289 -0.25398
H 2.11581 -3.51186 1.24953
H -2.94040 0.25719 -0.02851
H -2.19735 -1.13269 -0.83537
H -2.69445 0.27682 -1.77046
H -1.62109 2.28263 -1.59842
H 0.77806 -0.57560 -0.20124
H -0.80420 3.04126 0.63063
H 0.68531 3.09556 -0.07598
H 0.84754 1.49319 0.82779
H 2.31742 -1.59662 2.04819
H 0.06177 1.68908 -1.96501

As for the energy above the lowest of the compared OMol25 structures with the same formula, charge and spin: 306.3 kJ/mol. The spin multiplicity is 1. For the total energy, the calculation gives -419.90876 hartree. The lowest unoccupied orbital energy comes out at -2.778 eV. As for the total charge: +1.

***

# C4H13N2OS

A 2-piece molecular cluster, C4H13N2OS overall at a distorted geometry (the ωB97M-V functional and the def2-TZVPD basis, the Open Molecules 2025 dataset).

Geometry (Å):
C -1.30425 0.15196 -1.79168
N -0.66757 0.99197 -0.58565
C 0.09885 0.22806 0.42734
C 0.10831 1.00326 1.75407
S 0.12370 -0.10276 3.25748
C -0.21645 0.53934 -2.91200
N 0.57524 1.73819 -2.81296
H -2.23983 0.67532 -2.01246
H -1.58995 -0.82814 -1.51804
H -1.42139 1.47712 -0.15818
H -0.37833 -0.86739 0.68204
H 1.09962 0.04721 0.10485
H 0.92255 1.70362 1.78601
H -0.90476 1.44900 1.88052
H 0.42198 -0.29771 -2.78910
H -0.56045 0.46930 -3.94002
H 1.45922 1.76035 -2.24906
H -0.02103 2.36700 -2.17068
H 0.98344 -3.25860 -1.10128
H 0.45718 -3.39798 0.45865
O 1.04002 -3.78773 -0.27114

As for the energy above the lowest of the compared OMol25 structures with the same formula, charge and spin: 225.4 kJ/mol. The spin multiplicity is 1. For the total energy, the calculation gives -743.09322 hartree. The lowest unoccupied orbital energy comes out at 3.275 eV. As for the total charge: -1.